1.
Entry from the Open Molecules 2025 dataset: 6 unconnected molecules or ions with the total composition C17H40BrN3O6P in a non-equilibrium geometry (the ωB97M-V functional and the def2-TZVPD basis).

```
68
Properties=species:S:1:pos:R:3:forces:R:3
C -0.023378 3.020385 3.513876 -0.033 2.838 -6.480
C -0.098927 3.388022 2.245967 -0.143 -1.625 5.632
C -0.285659 3.876892 0.719691 0.507 0.530 1.445
C 1.062466 3.628589 -0.133910 -0.176 0.599 -0.236
C 1.062768 2.295680 -1.040343 0.813 1.233 -0.772
N 1.093641 1.009693 -0.276187 1.711 -6.170 2.846
C 0.066071 0.291224 0.488094 -0.328 -2.497 1.863
C -1.457792 0.757722 0.707434 0.628 -1.581 -0.850
C -2.383117 -0.591095 0.521967 0.125 0.477 -1.053
C -3.753345 -0.146026 -0.214647 0.437 -0.831 0.000
N -4.679702 0.671557 0.667026 1.251 -1.468 -0.385
C 0.551292 -1.081149 1.101167 0.300 6.302 -3.672
N 1.946276 -1.099850 0.611929 -2.895 3.303 0.580
P 2.902583 -2.541360 1.032584 0.650 -2.527 -0.852
O 1.891401 -3.538809 2.030014 0.458 2.158 -1.407
Br 4.748639 -1.981923 2.273126 -1.555 0.057 -0.038
C 2.252249 0.089340 -0.165202 -0.385 -0.812 0.832
C 3.722553 0.208905 -0.795930 -0.619 0.690 -0.542
H 0.158740 3.027664 4.645752 -0.430 -0.242 -2.444
H -0.422954 5.034299 0.781141 0.199 -2.118 0.048
H -1.244588 3.473532 0.218042 1.766 0.523 0.913
H 1.989026 3.729195 0.562774 -1.640 -0.539 -1.241
H 1.151427 4.525937 -0.875104 -0.186 -1.766 1.112
H 0.183444 2.297486 -1.781696 1.142 -0.146 1.400
H 2.028111 2.324992 -1.694594 -1.696 -0.267 1.256
H -1.752010 1.454675 -0.157434 0.465 -0.765 1.507
H -1.618713 1.196528 1.757454 0.482 -0.379 -1.793
H -2.555047 -1.128216 1.526790 0.112 0.895 -1.548
H -1.848798 -1.327701 -0.209556 -0.854 1.307 1.388
H -3.472965 0.433442 -1.188682 -0.586 -0.967 1.789
H -4.294439 -1.129254 -0.524716 0.759 1.827 0.435
H -4.107718 1.403165 1.126669 -0.720 -0.703 -0.105
H -5.012088 -0.022258 1.374452 0.415 1.251 -0.324
H -0.050399 -1.834175 1.721577 1.481 1.368 -1.158
H 1.142184 -3.918492 1.492504 1.113 0.366 0.521
H 4.378212 -0.731882 -0.602182 -1.489 1.603 -0.247
H 4.305656 1.135639 -0.402841 -1.212 -1.622 -0.535
H 3.603428 0.363498 -1.944954 0.354 -0.337 2.043
C -7.885624 -1.425200 0.384300 0.261 0.142 -0.089
O -7.379216 -0.342072 -0.378730 0.160 -0.063 -0.096
H -8.952399 -1.530354 0.183220 0.141 0.058 -0.002
H -7.371760 -2.347511 0.100401 -0.161 -0.185 0.146
H -7.736386 -1.226638 1.449215 -0.145 -0.202 0.109
H -6.433408 -0.270951 -0.182022 -0.417 0.384 -0.151
C 3.591824 -4.941066 -2.387425 0.121 0.155 0.127
O 2.384385 -4.203739 -2.486660 -0.322 0.421 0.158
H 3.471557 -5.890886 -2.909483 -0.089 0.164 0.046
H 4.404935 -4.375120 -2.848812 0.165 -0.201 0.029
H 3.818467 -5.132940 -1.335442 0.213 -0.147 -0.053
H 2.521475 -3.367856 -2.015334 -0.072 -0.361 -0.237
C -3.517567 4.079884 -2.615168 -0.295 0.080 -0.066
O -2.885605 3.528116 -1.467959 0.179 -0.287 0.547
H -2.787065 4.147713 -3.422256 -0.018 -0.045 0.169
H -4.341721 3.434120 -2.926639 -0.005 0.140 -0.155
H -3.893342 5.078874 -2.382531 -0.035 -0.010 -0.206
H -3.554746 3.479636 -0.770077 0.152 0.017 -0.238
C 5.175211 0.177854 -4.534956 0.268 -0.059 -0.063
O 5.490110 1.011670 -3.428831 0.148 0.091 0.334
H 4.098528 0.212383 -4.708022 0.107 0.064 0.061
H 5.695929 0.536732 -5.425562 -0.148 -0.173 -0.108
H 5.473662 -0.850656 -4.316881 -0.094 -0.076 -0.218
H 6.447571 0.962303 -3.298541 -0.312 0.128 -0.003
C 2.184195 -3.002446 5.736614 0.075 -0.112 -0.252
O 1.835305 -4.158374 4.992420 -0.009 -0.098 -0.208
H 1.836847 -3.125526 6.763136 0.015 -0.049 -0.152
H 3.270070 -2.877788 5.734999 -0.004 0.204 0.168
H 1.706234 -2.122993 5.296066 0.064 0.196 0.171
H 2.154031 -4.023028 4.088936 -0.167 -0.142 0.301
```
Forces are in eV/Å.

HOMO-LUMO gap = 7.718 eV
E_HOMO = -11.7 eV
charge = +1
E_tot = -114349.40930 eV



2.
Entry from the Open Molecules 2025 dataset: 14 unconnected molecules or ions with the total composition C48H92N8O20 in a non-equilibrium geometry (the ωB97M-V functional and the def2-TZVPD basis).

```
168
Properties=species:S:1:pos:R:3:forces:R:3
C -5.240017 0.124780 -2.181336 0.453 -0.544 0.879
C -3.785097 -0.080116 -2.622038 -2.218 -0.542 1.669
O -2.988539 -0.703386 -1.924994 0.896 -0.064 0.656
N -3.482613 0.358391 -3.798211 -0.728 1.046 -2.070
C -2.224072 0.149904 -4.382024 0.856 -0.490 -1.085
H -5.285727 -0.207262 -1.144153 0.098 0.236 0.127
H -5.899632 -0.587522 -2.676945 0.004 0.254 -0.484
H -5.606011 1.150009 -2.236522 0.130 -0.082 -0.369
H -4.178331 0.753823 -4.414408 -0.135 0.231 0.606
H -1.423515 0.422749 -3.694442 0.113 0.175 -0.398
H -2.222237 0.659579 -5.345516 0.527 0.487 0.350
H -2.112021 -0.891104 -4.685106 0.241 -0.376 0.331
C -2.608677 -2.883245 4.328039 0.813 0.573 -0.096
C -2.916307 -2.803912 2.850862 -2.755 3.082 -0.200
O -3.675402 -1.905650 2.399053 1.979 -1.975 0.877
N -2.284168 -3.686377 2.079346 1.159 -1.102 -2.048
C -2.438515 -3.774584 0.589716 -0.704 -1.026 0.512
H -3.357496 -2.431612 4.978742 -0.547 -0.913 -0.227
H -1.809245 -2.170805 4.531626 0.433 0.134 -0.408
H -2.182779 -3.853490 4.583654 -0.545 -0.101 0.509
H -1.993124 -4.555631 2.503376 0.015 0.242 0.086
H -3.443684 -4.135085 0.371155 -0.398 0.881 -0.122
H -1.911767 -4.636467 0.180110 0.775 -0.006 0.607
H -2.145429 -2.916005 -0.014470 -0.304 0.339 0.567
C -1.298161 0.394849 1.497844 1.883 -0.168 -1.112
C -0.147078 -0.384356 0.726973 -1.827 1.231 1.559
O 0.757602 -0.931004 1.405228 -0.289 -0.436 -0.903
N -0.205330 -0.332421 -0.606352 0.833 -0.613 1.290
C 0.777169 -1.040645 -1.390504 -0.240 0.549 -0.977
H -0.894804 0.735598 2.451410 0.011 -0.383 0.167
H -2.212738 -0.184590 1.623917 -0.005 0.133 -0.238
H -1.393617 1.319566 0.928746 -0.788 -0.048 -0.070
H -0.982071 0.070021 -1.111121 -0.436 -0.028 0.376
H 1.744232 -0.538638 -1.360806 0.179 -0.308 0.330
H 0.431921 -0.891042 -2.413498 0.211 -0.499 -0.207
H 0.839977 -2.097530 -1.131383 0.177 0.117 -0.048
C -5.604699 5.498478 -3.183774 -0.953 0.327 0.450
C -4.695983 4.412813 -2.666987 0.437 0.769 -1.959
O -4.520233 3.441629 -3.406852 -0.209 -0.305 0.857
N -3.936705 4.662552 -1.612574 2.100 -1.511 2.047
C -2.806468 3.697949 -1.247008 -1.222 1.246 -0.653
H -5.117392 6.006729 -4.015834 -0.124 -0.527 -0.317
H -5.926681 6.327272 -2.553278 0.368 -0.221 0.691
H -6.529096 4.981502 -3.441328 0.100 0.200 -0.640
H -3.988018 5.477980 -1.018828 -0.443 -0.042 -0.522
H -2.259842 4.149085 -0.418892 0.027 -0.019 -0.200
H -2.171223 3.601499 -2.127503 0.077 -0.072 0.214
H -3.193858 2.723873 -0.948370 -0.138 0.033 -0.059
C 2.163549 -5.866129 -1.036203 -0.439 -0.131 -0.830
C 2.928983 -4.568095 -0.900625 -2.081 0.820 -3.495
O 2.805707 -3.645692 -1.739721 0.039 -1.422 1.371
N 3.628172 -4.471572 0.198621 0.443 1.276 0.818
C 4.150555 -3.147022 0.564915 1.312 -0.684 0.307
H 1.165551 -5.670072 -1.428174 -0.123 0.431 0.367
H 2.065568 -6.415004 -0.099600 0.176 -0.186 -0.158
H 2.510942 -6.490062 -1.859689 0.639 -0.169 0.296
H 3.892172 -5.373887 0.567716 0.452 0.580 0.681
H 3.956256 -2.327717 -0.127248 -0.590 -0.795 -0.435
H 5.234476 -3.259307 0.540221 0.121 0.386 0.659
H 3.764053 -2.808777 1.526321 0.250 -0.262 0.199
C -1.438272 -6.826505 -2.146127 0.862 0.998 -0.233
C -1.891811 -5.615888 -2.944214 -3.445 -5.565 -0.302
O -2.785575 -5.711081 -3.763248 -0.135 0.418 -0.962
N -1.335350 -4.546890 -2.577184 2.958 3.808 1.013
C -1.651143 -3.313519 -3.213551 -0.481 1.525 0.718
H -2.150538 -7.638346 -1.998865 0.123 0.343 -0.203
H -1.103775 -6.335220 -1.232421 0.044 -0.954 0.655
H -0.537371 -7.105712 -2.692500 0.051 -0.767 0.221
H -0.730589 -4.565199 -1.768461 -0.001 0.284 -0.462
H -0.992302 -2.546939 -2.805624 0.000 0.008 -0.245
H -2.652675 -3.038341 -2.882934 -0.116 0.269 -0.427
H -1.610694 -3.304376 -4.302760 0.066 -0.433 0.145
C -2.118117 3.805581 2.802197 -0.559 0.575 0.531
C -1.898374 5.166075 3.463689 -1.290 -1.916 -1.304
O -0.903986 5.763802 3.223557 3.495 1.868 -0.743
N -2.865166 5.697815 4.163222 -3.078 1.077 1.818
C -2.966407 7.130510 4.420775 1.815 0.365 -0.559
H -3.126830 3.466936 3.038651 0.385 -0.729 0.307
H -1.256028 3.218417 3.118646 -0.405 -0.600 -0.028
H -2.112360 3.896435 1.716009 0.365 0.352 0.091
H -3.660268 5.201713 4.539757 0.174 -0.557 -0.343
H -3.921250 7.467768 4.824058 0.109 -0.470 -0.160
H -2.694934 7.625530 3.488388 -0.641 0.216 -0.288
H -2.134245 7.493762 5.023811 -0.183 -0.231 0.674
C 1.149154 -4.493538 2.239549 0.406 0.794 0.525
C 1.610083 -3.601894 3.475111 -0.573 -1.644 -2.357
O 2.349584 -4.087510 4.270279 1.611 -1.350 1.968
N 1.117635 -2.385093 3.661381 -2.334 1.439 2.176
C 0.874345 -1.872031 5.098360 1.545 -0.243 -2.118
H 0.691703 -3.859995 1.479647 -0.076 -0.101 0.038
H 0.491140 -5.280182 2.608748 -0.264 0.349 0.213
H 2.012416 -5.025781 1.840052 0.051 0.465 0.157
H 0.574230 -1.995207 2.904537 -0.412 0.919 -1.023
H 1.862952 -2.097484 5.498278 -0.032 0.236 0.753
H 0.107154 -2.410912 5.654357 0.012 -0.235 -0.393
H 0.661558 -0.805027 5.032688 0.010 -0.156 -0.015
O 0.779123 -0.251231 -5.100421 0.609 2.245 3.083
C 0.413951 -0.992044 -5.922179 1.092 -1.259 -1.766
O -0.340102 -0.564617 -6.935166 -0.885 0.853 -0.585
C -0.458088 -1.517828 -7.992482 1.544 -0.764 1.378
C 0.555587 -2.562845 -7.556687 1.148 -2.420 -1.692
C 0.875328 -2.421060 -6.096155 -2.156 -0.473 0.280
H -0.124876 -1.131608 -8.955765 -0.828 0.415 0.110
H -1.429790 -2.004438 -7.908215 -0.218 0.562 -0.650
H 1.552764 -2.599395 -7.995294 -0.107 1.037 -0.848
H 0.149126 -3.470453 -8.002938 0.017 -0.723 0.946
H 1.869590 -2.713532 -5.758495 0.073 0.693 -0.297
H 0.216600 -2.991921 -5.441713 -0.261 -0.234 0.014
O 5.484353 3.374911 0.995185 -1.456 -4.313 0.783
C 5.130986 2.178025 1.105556 1.596 4.375 -1.647
O 4.203113 1.667824 0.206858 0.314 0.918 1.427
C 3.970128 0.319903 0.461971 1.179 -1.979 0.484
C 4.831481 -0.106656 1.688194 0.515 0.053 0.018
C 5.733530 1.112813 2.026880 -1.723 -0.246 -0.687
H 4.385415 -0.265619 -0.358278 -0.277 0.197 -0.546
H 2.945498 -0.015545 0.622251 -0.285 0.805 -0.179
H 5.467039 -0.937999 1.383172 -0.089 -0.074 0.207
H 4.199304 -0.452091 2.506193 0.089 0.208 0.169
H 6.774135 0.934572 1.755830 -0.092 0.257 0.054
H 5.646395 1.447603 3.060521 0.183 -0.006 -0.107
O -0.017691 3.753583 6.528608 1.062 -1.846 -2.045
C 0.719391 3.396479 5.616977 -0.309 3.041 1.748
O 0.762782 2.166722 5.031809 -4.085 0.553 2.931
C 1.783329 1.988061 4.191103 2.695 -0.149 -1.765
C 2.716603 3.169140 4.416678 0.276 0.386 0.015
C 1.753226 4.301383 4.911669 0.714 -2.185 -1.103
H 1.476616 1.950841 3.145812 -0.314 -0.126 -0.149
H 2.199717 1.025498 4.488103 0.575 -0.140 -0.447
H 3.293991 3.404620 3.522654 -0.003 0.137 0.107
H 3.395519 2.911069 5.229431 0.201 0.137 -0.006
H 1.235522 4.715980 4.046680 -0.141 0.311 -0.004
H 2.336115 5.075201 5.411205 -0.786 -0.171 0.541
O 6.193118 1.013994 -2.685218 -2.143 -2.392 -1.254
C 5.505771 0.086112 -3.145587 2.870 1.425 1.377
O 4.214495 0.217737 -3.462811 -0.022 -0.066 -0.360
C 3.657090 -1.010467 -3.996976 0.848 -0.351 0.420
C 4.856057 -1.963065 -4.178783 0.646 -0.744 0.317
C 6.011588 -1.405516 -3.323243 -1.743 2.397 -0.317
H 3.118799 -0.806296 -4.922538 0.104 0.190 0.271
H 2.981959 -1.394947 -3.232469 -0.156 -0.032 -0.185
H 5.200545 -2.034573 -5.210441 -0.217 0.136 -0.061
H 4.618238 -2.971942 -3.841601 -0.269 0.000 -0.170
H 6.992553 -1.379203 -3.797696 -0.136 -0.204 0.260
H 6.033256 -1.734515 -2.284299 0.224 -0.516 -0.151
O -4.521699 4.280630 6.168956 -0.753 0.719 0.040
C -4.095931 3.164839 6.095201 1.281 1.613 2.648
O -4.102334 2.513636 4.993557 -0.163 -2.770 -3.997
C -3.438575 1.189000 5.024679 0.059 0.842 1.699
C -3.251457 1.047436 6.518826 1.149 -1.660 1.379
C -3.306524 2.441685 7.147734 -0.249 -1.491 0.227
H -2.457471 1.184015 4.549801 -0.269 0.651 -0.518
H -4.036379 0.354460 4.658245 -0.376 0.691 -0.516
H -2.317535 0.556547 6.792555 0.491 0.156 -0.363
H -3.926918 0.291117 6.918623 -0.775 0.589 0.172
H -2.304333 2.848655 7.282198 -0.025 0.321 -0.459
H -3.727517 2.408509 8.152603 -0.397 0.300 -0.257
O 0.149811 5.455339 -2.835082 1.926 -1.534 0.081
C 0.927686 4.501660 -2.803871 -1.342 2.850 -0.652
O 0.415172 3.289481 -2.629718 -0.316 -1.758 1.303
C 1.410827 2.241874 -2.533765 0.459 0.289 -2.555
C 2.680760 2.937300 -3.025308 1.684 0.004 0.572
C 2.446743 4.434701 -2.999311 -0.859 0.112 0.444
H 1.187212 1.546294 -3.342631 -0.510 -0.256 0.181
H 1.490399 1.619521 -1.642450 -0.364 1.004 0.636
H 2.935805 2.624484 -4.037829 -0.060 -0.151 0.156
H 3.533521 2.730664 -2.378616 0.044 -0.363 -0.202
H 2.822859 4.960673 -3.876809 -0.512 -0.057 -0.119
H 2.934318 4.938324 -2.164613 -0.135 -0.108 0.221
```
Forces are in eV/Å.

HOMO-LUMO gap (spin up / spin down) = 7.432 / 2.132 eV
2S+1 = 2
E_HOMO (spin up / spin down) = -10.6 / -10.6 eV
charge = +1
E_tot = -104130.61452 eV



3.
Entry from the Open Molecules 2025 dataset: a molecular structure, C3H4N4O2 in a non-equilibrium geometry (the ωB97M-V functional and the def2-TZVPD basis).

```
13
Properties=species:S:1:pos:R:3:forces:R:3
C -0.145428 -0.694229 -0.395202 -1.246 -1.483 -0.501
C 0.434645 0.511488 0.204200 0.399 -0.663 1.373
C 0.840209 0.421009 1.527751 -1.560 -3.176 -1.845
H -2.386015 0.400240 -2.472702 5.543 -1.317 -0.222
H -0.365243 0.017401 -3.286576 -3.862 1.002 2.909
H 0.385741 1.336552 -0.487128 -0.134 0.565 0.409
H 0.986682 2.098068 2.082001 -0.430 -1.084 2.031
N -1.081672 0.264317 -2.348641 -0.099 -0.077 -1.770
N -0.785610 -0.881319 -1.488402 -0.581 0.416 0.471
N 1.028130 -0.881812 2.072783 -1.435 0.095 -0.947
N 0.448733 -1.859673 1.603385 0.874 -2.404 0.773
O 0.884315 1.208084 2.578955 1.237 4.093 -2.421
O -0.244486 -1.940126 0.409576 1.294 4.032 -0.260
```
Forces are in eV/Å.

HOMO-LUMO gap = 8.444 eV
E_HOMO = -8.7 eV
E_tot = -13223.86919 eV



4.
Entry from the Open Molecules 2025 dataset: a single C4H16OSi3 molecule in a non-equilibrium geometry (the ωB97M-V functional and the def2-TZVPD basis).

```
24
Properties=species:S:1:pos:R:3:forces:R:3
C 0.656016 -1.645201 1.400471 -1.790 -2.016 1.226
C 0.407296 -2.097607 -0.044110 1.933 -2.742 0.761
C 1.172379 -1.336762 -1.146340 -1.810 0.048 -0.406
Si 0.987924 0.553310 -1.247431 -1.725 -1.157 1.450
O 1.433316 1.061056 0.218898 0.342 1.609 2.388
C 1.000673 2.089286 1.189451 0.489 -1.902 -0.811
Si -1.311801 1.311409 -1.625625 1.440 -0.514 -2.273
Si -2.635757 0.593622 0.027182 -1.895 -0.604 1.244
H -0.066251 -0.983180 1.827913 -0.770 0.810 -0.205
H 0.646715 -2.466794 2.189834 -0.144 0.371 -1.353
H 1.562577 -1.196106 1.590468 2.273 1.110 -0.225
H 0.759425 -3.243034 -0.021698 -0.318 2.318 -0.486
H -0.596939 -2.255350 -0.308040 -1.633 0.388 0.033
H 0.829493 -1.711794 -2.134209 0.332 -0.063 0.388
H 2.154828 -1.678732 -0.975455 1.649 0.254 -0.366
H 1.900615 1.118032 -2.138127 0.996 0.623 -1.609
H 0.939625 1.554396 2.201885 -0.505 1.014 -1.516
H 0.111210 2.537780 0.733456 -0.347 -0.154 0.933
H 1.729397 2.893278 1.261731 0.339 -0.170 -0.069
H -1.350830 2.758994 -1.820712 -0.022 0.480 0.214
H -1.656614 0.825193 -3.075079 0.002 0.105 1.236
H -2.123486 -0.712978 0.559550 -0.686 -0.347 -0.889
H -4.181560 0.918355 0.000477 1.319 -0.769 -0.388
H -2.368256 1.112826 1.335504 0.532 1.310 0.724
```
Forces are in eV/Å.

SMILES = CCC[Si@H](OC)[SiH2][SiH3]
HOMO-LUMO gap = 10.184 eV
E_HOMO = -9.3 eV
E_tot = -30085.86756 eV